(P)
DFT (ωB97M-V with the def2-TZVPD basis set) results for C2H6CsO as an isolated structure.

```
10
Properties=species:S:1:pos:R:3:lowdin_charge:R:1
Cs 3.193 -1.004 0.493 1.04
C -0.568 -0.921 -0.111 -0.07
C -0.519 0.604 0.094 -0.30
O 0.781 1.068 -0.201 -0.18
H -0.480 -1.157 -1.172 0.08
H -1.556 -1.288 0.167 0.09
H 0.252 -1.382 0.440 0.01
H -0.718 0.925 1.116 0.12
H -1.161 1.128 -0.614 0.12
H 0.774 2.028 -0.212 0.09
```

Results
frontier orbital gap = 10.4 eV
net charge = +1

=====

(Q)
DFT (ωB97M-V with the def2-TZVPD basis set) results for C2H6CsO as an isolated structure.

```
10
Properties=species:S:1:pos:R:3:lowdin_charge:R:1
Cs 19.068 3.337 -0.460 1.01
C 24.152 3.108 -0.926 -0.07
C 22.797 2.492 -1.180 -0.34
O 22.585 2.358 -2.589 -0.08
H 24.819 2.840 -1.745 0.09
H 24.595 2.719 -0.009 0.08
H 24.113 4.191 -0.838 0.08
H 22.004 3.140 -0.749 0.02
H 22.670 1.522 -0.686 0.12
H 21.997 1.618 -2.765 0.08
```

Results
frontier orbital gap = 9.7 eV
net charge = +1

=====

Most stable of them? (P).

=====

(P)
DFT (ωB97M-V with the def2-TZVPD basis set) results for C6H14NO as an isolated structure.

```
22
Properties=species:S:1:pos:R:3:lowdin_charge:R:1
C -2.554 -0.682 -0.614 -0.36
N -3.319 0.306 -0.878 0.02
C 1.763 1.938 0.039 -0.14
C 2.573 0.674 -0.358 -0.60
O 2.650 -0.280 0.588 -0.37
C -1.052 -0.777 -0.919 -0.19
C -0.619 -0.505 1.656 -0.12
C -0.229 -1.161 0.320 -0.26
H -2.726 0.408 0.098 0.11
H -2.971 -1.636 -0.195 0.11
H 1.833 2.678 -0.771 0.04
H 2.143 2.411 0.948 0.05
H 0.699 1.705 0.152 0.03
H 2.072 0.308 -1.296 0.06
H 3.558 1.053 -0.744 0.07
H -0.875 -1.492 -1.720 0.11
H -0.792 0.229 -1.297 0.11
H -1.384 -1.087 2.174 0.06
H 0.274 -0.532 2.267 0.07
H -0.940 0.538 1.579 0.06
H 0.858 -1.070 0.187 0.06
H -0.397 -2.230 0.502 0.10
```

Results
frontier orbital gap = 6.4 eV
net charge = -1

=====

(Q)
DFT (ωB97M-V with the def2-TZVPD basis set) results for an isolated ion of composition C6H14NO and charge -1.

```
22
Properties=species:S:1:pos:R:3:lowdin_charge:R:1
C -0.399 -3.083 1.311 -0.11
C -0.033 -1.551 1.271 -0.27
N 0.076 -1.038 -0.195 -0.04
C 0.045 0.480 -0.179 -0.25
C 0.744 1.317 -1.489 -0.24
C 1.705 2.443 -1.110 -0.18
C -1.593 0.936 0.011 -0.57
O -1.964 0.343 1.022 -0.29
H -0.824 -3.376 2.361 0.10
H 0.387 -3.694 0.964 0.03
H -1.175 -3.365 0.728 0.00
H -0.790 -0.944 1.846 0.07
H 0.876 -1.205 1.887 0.10
H -0.744 -1.394 -0.643 0.06
H 0.517 1.138 0.618 0.11
H 0.012 1.493 -2.251 0.07
H 1.409 0.549 -1.907 0.07
H 1.042 3.378 -0.887 0.08
H 2.427 2.381 -0.270 0.06
H 2.223 2.821 -2.063 0.06
H -1.783 1.983 -0.118 0.05
H -2.161 0.391 -0.906 0.08
```

Results
frontier orbital gap = 6.1 eV
net charge = -1
SMILES string = CCN[C@@H](CC)C[O-]

=====

(R)
DFT (ωB97M-V with the def2-TZVPD basis set) results for an isolated ion of composition C6H14NO and charge -1.

```
22
Properties=species:S:1:pos:R:3:lowdin_charge:R:1
C -2.953 1.367 -1.302 -0.13
C -1.700 0.586 -0.932 -0.27
C -0.550 1.375 -0.312 -0.23
C 0.270 0.546 0.645 -0.28
N 0.915 -0.581 -0.030 -0.09
C 2.274 -0.878 0.389 -0.24
C 2.288 -2.181 1.256 -0.50
O 1.166 -2.922 1.017 -0.39
H -3.897 0.866 -1.047 0.06
H -3.017 2.301 -0.730 0.06
H -3.095 1.689 -2.330 0.05
H -1.993 -0.214 -0.254 0.10
H -1.295 0.068 -1.796 0.10
H -0.820 2.333 0.150 0.10
H 0.144 1.538 -1.135 0.10
H -0.331 0.210 1.498 0.11
H 1.052 1.179 1.054 0.09
H 0.382 -1.424 0.189 0.07
H 2.808 -1.173 -0.500 0.07
H 2.764 0.032 0.742 0.09
H 3.216 -2.769 1.070 0.06
H 2.370 -1.949 2.357 0.06
```

Results
frontier orbital gap = 5.9 eV
net charge = -1
SMILES string = CCCCNCC[O-]

=====

(S)
DFT (ωB97M-V with the def2-TZVPD basis set) results for C6H14NO as an isolated structure.

```
22
Properties=species:S:1:pos:R:3:lowdin_charge:R:1
C 0.378 2.831 1.041 -0.32
N -0.014 2.015 2.004 0.01
C 0.909 -1.102 -0.321 -0.28
C -0.172 -1.531 -1.312 -0.26
C -0.568 -2.958 -0.986 -0.60
O 0.318 -3.887 -1.407 -0.38
C 0.462 -0.886 1.170 -0.14
C -0.672 3.477 0.122 -0.10
H 1.410 2.870 0.596 0.12
H -0.167 1.579 0.944 0.10
H 1.484 -0.195 -0.607 0.08
H 1.674 -1.886 -0.476 0.10
H -1.034 -0.862 -1.338 0.08
H 0.282 -1.683 -2.312 0.10
H -0.934 -3.077 0.120 0.09
H -1.575 -3.195 -1.461 0.07
H 0.495 -1.805 1.755 0.06
H -0.593 -0.588 1.120 0.06
H 1.026 -0.103 1.666 0.02
H -1.645 3.057 0.366 0.07
H -0.673 4.564 0.244 0.07
H -0.391 3.365 -0.928 0.07
```

Results
frontier orbital gap = 4.9 eV
net charge = -1

=====

Most stable of them? (R).

=====

(P)
DFT (ωB97M-V with the def2-TZVPD basis set) results for C6H14NO as an isolated structure.

```
22
Properties=species:S:1:pos:R:3:lowdin_charge:R:1
C -0.092 0.976 -0.823 -0.27
C 0.576 2.205 -0.240 -0.12
C 0.403 -0.316 -0.190 -0.22
N 1.882 -0.618 -0.683 0.00
C 2.389 -2.006 1.256 -0.07
C 1.741 -1.735 -0.071 -0.34
C -2.894 0.596 0.737 -0.54
O -3.445 0.750 -0.470 -0.41
H 0.147 1.000 -1.893 0.11
H -1.185 0.929 -0.821 0.06
H 0.456 2.264 0.838 0.06
H 1.635 2.199 -0.482 0.06
H 0.114 3.097 -0.651 0.06
H 0.356 -0.164 0.868 0.10
H -0.278 -1.133 -0.445 0.11
H -3.576 0.770 1.610 0.03
H 2.553 -1.029 1.685 0.07
H 1.701 -2.555 1.909 0.08
H 3.339 -2.538 1.227 0.07
H 1.236 -2.562 -0.600 0.11
H -2.022 1.229 1.058 0.02
H -2.469 -0.438 0.910 0.03
```

Results
frontier orbital gap = 5.6 eV
net charge = -1

=====

(Q)
DFT (ωB97M-V with the def2-TZVPD basis set) results for an isolated ion of composition C6H14NO and charge -1.

```
22
Properties=species:S:1:pos:R:3:lowdin_charge:R:1
C 0.794 2.202 2.285 -0.12
C 0.509 0.724 2.037 -0.26
C 1.312 0.164 0.849 -0.25
C 0.788 0.495 -0.536 -0.19
C -0.632 -0.027 -0.921 -0.39
N -0.679 -0.049 -2.398 -0.02
C -1.040 -1.465 -0.387 -0.46
O -0.982 -2.403 -1.364 -0.37
H 0.900 2.744 1.338 0.06
H 0.022 2.721 2.857 0.06
H 1.769 2.302 2.774 0.06
H 0.771 0.126 2.908 0.09
H -0.544 0.533 1.820 0.10
H 2.379 0.419 0.940 0.10
H 1.333 -0.916 0.997 0.09
H 1.487 0.155 -1.296 0.10
H 0.702 1.585 -0.612 0.09
H -1.347 0.747 -0.612 0.11
H -1.640 0.095 -2.690 0.04
H -0.574 -1.063 -2.562 0.03
H -2.075 -1.341 0.027 0.07
H -0.360 -1.713 0.451 0.06
```

Results
frontier orbital gap = 6.2 eV
net charge = -1
SMILES string = CCCC[C@@H](N)C[O-]

=====

(R)
DFT (ωB97M-V with the def2-TZVPD basis set) results for a 2-piece molecular cluster, C6H14NO overall.

```
22
Properties=species:S:1:pos:R:3:lowdin_charge:R:1
C -0.685 1.897 -0.208 -0.51
O 0.028 0.792 -0.575 -0.36
C -0.261 2.398 1.183 -0.30
N -0.991 3.625 1.553 -0.04
H -0.562 2.777 -0.882 0.07
H -1.779 1.686 -0.184 0.08
H -0.482 1.626 1.919 0.10
H 0.811 2.596 1.061 0.09
H -1.126 3.777 2.538 0.03
H -0.607 4.454 1.133 0.04
C 1.715 -1.600 -0.285 -0.09
C 0.470 -2.402 -0.487 -0.44
C 0.073 -3.342 0.380 -0.01
C -0.350 -2.065 -1.689 -0.09
H 2.395 -1.791 -1.127 0.07
H 2.190 -1.834 0.668 0.06
H 1.463 -0.519 -0.388 0.05
H -0.781 -3.989 0.209 0.03
H 0.558 -3.471 1.344 0.04
H -1.242 -2.691 -1.711 0.06
H 0.257 -2.139 -2.597 0.07
H -0.620 -0.998 -1.571 0.06
```

Results
frontier orbital gap = 6.8 eV
net charge = -1

=====

(S)
DFT (ωB97M-V with the def2-TZVPD basis set) results for C6H14NO as an isolated structure.

```
22
Properties=species:S:1:pos:R:3:lowdin_charge:R:1
C 4.525 0.010 0.433 -0.16
C 3.178 -0.233 -0.252 -0.52
N 2.039 0.319 0.379 -0.23
C 0.824 -0.262 -0.027 -0.38
C -2.962 1.420 1.099 -0.12
C -2.729 0.012 0.651 -0.15
C -2.724 -0.212 -0.799 -0.46
O -2.554 -1.194 -1.516 -0.03
H 4.606 0.891 1.080 0.05
H 5.327 -0.142 -0.296 0.04
H 4.725 -0.819 1.131 0.04
H 3.109 -1.294 -0.581 0.07
H 3.246 0.139 -1.316 0.06
H 0.626 -1.341 0.214 0.06
H 0.407 0.060 -1.047 0.06
H -0.043 0.016 0.595 0.00
H -3.890 1.907 0.694 0.08
H -2.183 1.998 0.573 0.08
H -2.745 1.695 2.135 0.07
H -3.110 -0.862 1.236 0.14
H -2.977 0.766 -1.344 0.15
H -1.712 0.171 -0.114 0.14
```

Results
frontier orbital gap = 4.5 eV
net charge = -1

=====

Most stable of them? (Q).

=====

(P)
DFT (ωB97M-V with the def2-TZVPD basis set) results for an isolated ion of composition C6H14NO and charge -1.

```
22
Properties=species:S:1:pos:R:3:lowdin_charge:R:1
C -0.401 2.528 -0.998 -0.13
C -0.573 1.429 0.135 -0.22
C 0.261 0.162 -0.282 -0.34
C 1.682 0.311 0.216 -0.13
C -0.380 -1.046 0.459 -0.38
N -1.766 -1.309 -0.018 0.00
C 0.445 -2.338 0.529 -0.49
O 0.131 -3.125 -0.559 -0.38
H -1.047 3.395 -0.904 0.04
H 0.598 2.926 -1.056 0.04
H -0.603 2.045 -1.977 0.07
H -1.647 1.106 -0.043 0.10
H -0.389 1.785 1.149 0.10
H 0.347 0.310 -1.358 0.12
H 1.894 0.436 1.320 0.09
H 2.109 1.262 -0.141 0.06
H 2.387 -0.441 -0.116 0.06
H -0.582 -0.703 1.506 0.13
H -2.373 -1.828 0.616 0.05
H -1.675 -1.959 -0.803 0.05
H 1.452 -2.023 0.931 0.07
H 0.131 -2.926 1.394 0.06
```

Results
frontier orbital gap = 6.1 eV
net charge = -1
SMILES string = CC[C@@H](C)[C@@H](N)C[O-]

=====

(Q)
DFT (ωB97M-V with the def2-TZVPD basis set) results for an isolated ion of composition C6H14NO and charge -1.

```
22
Properties=species:S:1:pos:R:3:lowdin_charge:R:1
C -1.008 2.640 -1.356 -0.12
C -1.441 1.516 -0.404 -0.32
N -0.826 0.211 -0.688 -0.08
C -0.039 -0.372 0.539 -0.36
C 1.329 0.338 0.477 -0.08
C 0.012 -1.844 0.176 -0.18
C 1.022 -2.681 1.161 -0.53
O 2.324 -2.476 0.960 -0.38
H 0.094 2.932 -1.264 0.08
H -1.549 3.540 -1.063 0.05
H -1.263 2.280 -2.358 0.06
H -1.262 1.838 0.619 0.10
H -2.500 1.352 -0.575 0.08
H -0.261 0.059 -1.504 0.08
H -0.591 -0.125 1.433 0.12
H 1.594 0.599 -0.555 0.07
H 1.483 1.156 1.165 0.05
H 2.055 -0.496 0.622 0.05
H 0.355 -1.995 -0.835 0.09
H -1.015 -2.223 0.327 0.09
H 0.837 -3.750 0.899 0.06
H 0.650 -2.499 2.223 0.08
```

Results
frontier orbital gap = 5.8 eV
net charge = -1
SMILES string = CCN[C@H](C)CC[O-]

=====

Most stable of them? (P).

=====

(P)
DFT (ωB97M-V with the def2-TZVPD basis set) results for a 3-piece molecular cluster, CH6O3 overall.

```
10
Properties=species:S:1:pos:R:3:lowdin_charge:R:1
O -0.503 -1.246 -1.153 0.35
C -1.385 -1.229 -0.345 0.18
H -2.083 -1.957 -0.333 0.13
H -1.441 -0.340 0.309 0.14
H -0.340 1.737 0.182 0.08
H -1.812 1.530 -0.255 0.09
O -1.220 1.562 0.532 0.01
H 2.614 0.054 1.516 0.03
H 2.746 -0.182 0.019 0.03
O 2.801 0.501 0.699 -0.04
```

Results
<S²> = 0.76
frontier orbital gap (alpha / beta) = 7.8 / 4.3 eV
multiplicity = 2
net charge = +1

=====

(Q)
DFT (ωB97M-V with the def2-TZVPD basis set) results for a 3-piece molecular cluster, CH6O3 overall.

```
10
Properties=species:S:1:pos:R:3:lowdin_charge:R:1
O 0.055 -0.076 0.484 0.30
C -0.182 0.781 -0.298 0.16
H -1.235 1.105 -0.520 0.19
H 0.612 1.295 -0.890 0.20
H 2.127 -0.171 0.308 -0.01
H 3.646 -0.128 0.459 0.07
O 2.924 0.144 -0.111 0.00
H -3.281 -1.483 -0.112 0.09
H -2.005 -0.784 0.324 0.00
O -2.857 -0.607 -0.086 0.00
```

Results
<S²> = 0.76
frontier orbital gap (alpha / beta) = 9.1 / 4.7 eV
multiplicity = 2
net charge = +1

=====

Most stable of them? (P).